Arrangement i

H18O9 | ωB97M-V/def2-TZVPD

Summary:
- SMILES = O.O.O.O.O.O.O.O.O
- LUMO energy (eV) = -0.06
- orbital gap (eV) = 10.4
- HOMO level (eV) = -10.50

The geometry in ORCA input format:
```
! RIJCOSX wB97M-V def2-TZVPD def2/J DEFGRID3
* xyz 0 1
O -0.941 2.529 -2.948
H -0.542 3.280 -2.524
H -1.641 2.847 -3.521
O 0.908 -0.434 -3.702
H 0.204 -0.158 -3.140
H 0.624 -0.487 -4.617
O -0.380 -1.181 3.955
H -0.429 -1.712 3.144
H 0.008 -0.383 3.669
O -2.532 -1.526 0.828
H -1.625 -1.838 1.001
H -2.678 -2.118 0.075
O 3.473 1.099 1.038
H 3.405 0.617 1.868
H 2.561 1.043 0.711
O -1.755 -0.826 -2.783
H -2.501 -1.387 -2.538
H -1.387 -1.376 -3.477
O 0.606 0.626 0.072
H -0.031 1.052 0.661
H -0.058 0.236 -0.516
O 0.859 2.359 2.092
H 0.873 2.896 2.881
H 0.392 2.966 1.502
O 0.104 -2.612 1.664
H -0.078 -3.459 1.317
H 0.928 -2.390 1.209
*
```

Arrangement ii

H18O9 | ωB97M-V/def2-TZVPD

Summary:
- SMILES = O.O.O.O.O.O.O.O.O
- LUMO energy (eV) = -0.46
- orbital gap (eV) = 9.3
- HOMO level (eV) = -9.78

The geometry in ORCA input format:
```
! RIJCOSX wB97M-V def2-TZVPD def2/J DEFGRID3
* xyz 0 1
O 0.508 3.066 -1.672
H 0.133 2.472 -1.021
H 0.771 3.872 -1.237
O 0.637 -0.147 -4.370
H 0.567 -0.619 -3.566
H 0.240 -0.697 -5.056
O 0.558 0.785 3.780
H 0.773 1.459 3.149
H 0.349 -0.013 3.267
O 0.075 -1.507 2.553
H -0.735 -1.890 2.905
H 0.154 -1.952 1.694
O -0.024 -2.794 0.301
H -0.976 -2.867 0.464
H 0.010 -2.328 -0.550
O -2.230 -0.699 0.385
H -2.559 -0.330 1.193
H -1.445 -0.212 0.272
O 0.671 2.657 1.993
H 0.857 3.430 1.488
H -0.184 2.547 1.565
O 0.140 0.633 -0.143
H 0.870 0.551 0.499
H 0.379 0.082 -0.920
O 0.272 -1.526 -2.086
H -0.630 -1.666 -2.521
H 0.820 -2.307 -2.369
*
```

Of them, arrangement i has the lowest stability.

Arrangement i

H18O9 | ωB97M-V/def2-TZVPD

Summary:
- SMILES = O.O.O.O.O.O.O.O.O
- LUMO energy (eV) = -0.25
- orbital gap (eV) = 11.2
- HOMO level (eV) = -11.47

The geometry in ORCA input format:
```
! RIJCOSX wB97M-V def2-TZVPD def2/J DEFGRID3
* xyz 0 1
O 0.897 0.390 -0.632
H 0.396 0.728 -1.383
H 0.297 -0.236 -0.212
O 0.787 -1.897 -2.123
H 1.261 -1.274 -1.562
H 0.136 -2.295 -1.534
O 1.959 -0.142 3.751
H 2.219 0.140 2.866
H 1.324 0.526 4.032
O -0.901 3.750 2.159
H -0.392 3.975 1.373
H -0.998 2.792 2.110
O -1.165 -2.214 0.669
H -0.424 -2.731 0.334
H -1.126 -2.341 1.624
O 2.637 2.129 -3.385
H 3.100 2.727 -2.787
H 2.157 1.535 -2.797
O 0.087 -4.982 -0.573
H 0.701 -5.687 -0.339
H -0.062 -4.515 0.256
O -2.945 -0.339 1.854
H -3.341 0.198 1.158
H -2.473 -1.031 1.377
O -1.404 3.364 -1.720
H -0.757 4.043 -1.942
H -1.644 2.982 -2.572
*
```

Arrangement ii

H18O9 | ωB97M-V/def2-TZVPD

Summary:
- SMILES = O.O.O.O.O.O.O.O.O
- LUMO energy (eV) = -0.02
- orbital gap (eV) = 11.0
- HOMO level (eV) = -11.06

The geometry in ORCA input format:
```
! RIJCOSX wB97M-V def2-TZVPD def2/J DEFGRID3
* xyz 0 1
O -0.341 -0.293 0.082
H -0.463 0.043 0.978
H 0.525 -0.716 0.107
O 2.446 0.132 -1.901
H 2.171 -0.621 -2.436
H 2.899 -0.268 -1.150
O 0.105 3.803 0.887
H 0.929 3.361 1.121
H -0.482 3.083 0.630
O 2.965 -1.530 1.123
H 3.750 -1.901 1.542
H 3.203 -0.611 0.953
O 5.474 -0.757 0.010
H 6.008 -0.521 -0.757
H 4.691 -1.171 -0.369
O -2.597 -3.506 -0.089
H -3.058 -3.165 0.686
H -1.695 -3.652 0.220
O -1.337 3.228 -2.186
H -1.643 2.448 -1.710
H -2.119 3.789 -2.245
O -4.437 -1.477 -1.320
H -4.981 -0.684 -1.247
H -4.441 -1.678 -2.262
O -2.290 1.058 3.380
H -3.253 1.049 3.354
H -2.030 0.556 2.599
*
```

Of them, arrangement ii has the lowest stability.

Arrangement i

H18O9 | ωB97M-V/def2-TZVPD

Summary:
- SMILES = O.O.O.O.O.O.O.O.O
- LUMO energy (eV) = -0.17
- orbital gap (eV) = 9.0
- HOMO level (eV) = -9.17

The geometry in ORCA input format:
```
! RIJCOSX wB97M-V def2-TZVPD def2/J DEFGRID3
* xyz 0 1
O 0.053 -0.286 -1.045
H 0.970 -0.037 -0.969
H 0.202 -1.308 -0.949
O -1.920 -1.602 -1.834
H -1.247 -1.083 -2.320
H -1.454 -1.827 -1.092
O 4.784 -0.184 -0.615
H 5.337 0.214 0.006
H 5.351 -0.370 -1.410
O -3.449 1.751 1.323
H -2.998 2.237 0.582
H -3.798 1.079 0.831
O -3.407 -3.771 0.073
H -3.914 -3.485 0.847
H -2.424 -3.682 0.406
O -0.709 -0.786 3.949
H -0.494 -1.584 3.334
H 0.109 -0.275 4.089
O 4.447 -1.977 -0.427
H 4.743 -2.903 -0.319
H 4.033 -1.722 0.358
O 1.843 4.288 0.982
H 1.071 4.590 1.582
H 1.361 4.050 0.232
O -2.832 2.508 -2.456
H -2.947 3.273 -1.824
H -2.712 2.894 -3.336
*
```

Arrangement ii

H18O9 | ωB97M-V/def2-TZVPD

Summary:
- SMILES = O.O.O.O.O.O.O.O.O
- LUMO energy (eV) = 0.22
- orbital gap (eV) = 11.0
- HOMO level (eV) = -10.79

The geometry in ORCA input format:
```
! RIJCOSX wB97M-V def2-TZVPD def2/J DEFGRID3
* xyz 0 1
O 2.223 -0.418 2.798
H 2.986 0.148 2.632
H 2.560 -1.252 2.442
O 3.347 0.934 0.242
H 3.014 1.204 -0.621
H 4.085 1.500 0.510
O -0.061 -1.670 0.403
H -0.882 -2.101 0.627
H 0.390 -1.093 1.033
O -2.013 0.997 -2.182
H -1.588 0.274 -1.704
H -2.244 0.675 -3.058
O 2.038 1.321 -3.044
H 2.370 0.430 -2.942
H 1.251 1.295 -2.495
O -2.272 -2.636 -1.798
H -1.599 -3.305 -1.999
H -2.840 -2.811 -2.564
O -3.576 1.781 2.488
H -2.760 1.354 2.154
H -3.528 2.475 1.809
O 1.266 -0.673 -1.593
H 0.715 -1.157 -0.919
H 2.018 -1.278 -1.637
O -1.171 0.626 2.685
H -1.777 0.687 3.439
H -0.318 0.548 3.132
*
```

Arrangement iii

H18O9 | ωB97M-V/def2-TZVPD

Summary:
- SMILES = O.O.O.O.O.O.O.O.O
- LUMO energy (eV) = 0.22
- orbital gap (eV) = 10.9
- HOMO level (eV) = -10.65

The geometry in ORCA input format:
```
! RIJCOSX wB97M-V def2-TZVPD def2/J DEFGRID3
* xyz 0 1
O 2.682 3.377 0.426
H 2.513 2.429 0.452
H 2.212 3.672 1.202
O 2.564 -3.176 -1.180
H 3.249 -2.700 -1.664
H 3.060 -3.555 -0.448
O 0.593 1.765 2.759
H 1.060 1.026 2.337
H -0.135 2.095 2.235
O -2.422 -2.432 -1.206
H -2.946 -3.041 -1.709
H -2.432 -2.732 -0.292
O 0.218 -1.534 -1.987
H -0.571 -2.034 -2.181
H 1.100 -1.867 -1.825
O -1.918 -1.321 1.377
H -1.968 -0.414 1.048
H -2.701 -1.400 1.916
O -1.790 0.536 -0.707
H -1.374 -0.257 -1.060
H -2.634 0.661 -1.143
O 0.840 -0.561 1.214
H 0.386 -0.107 0.495
H 0.252 -1.291 1.445
O -0.129 4.284 -0.100
H 0.672 3.870 -0.470
H -0.380 4.707 -0.933
*
```

Of them, arrangement i has the lowest stability.

Arrangement i

H21O11 | ωB97M-V/def2-TZVPD

Summary:
- LUMO energy (eV) = 3.01
- orbital gap (eV) = 10.0
- HOMO level (eV) = -6.97

The geometry in ORCA input format:
```
! RIJCOSX wB97M-V def2-TZVPD def2/J DEFGRID3
* xyz -1 1
O -0.236 0.450 -0.334
H 0.612 0.140 0.134
O -1.183 0.965 2.123
H -0.764 0.770 1.308
H -2.121 0.728 2.031
O 0.022 -2.778 1.655
H 0.128 -1.969 1.880
H -0.635 -2.791 0.873
O 3.375 -0.188 -2.592
H 2.538 -0.305 -2.088
H 3.403 0.707 -2.935
O 3.375 -0.539 1.025
H 3.159 -1.263 0.323
H 2.654 -0.584 1.563
O 1.115 -0.329 2.712
H 1.245 -0.757 3.701
H 0.681 0.415 2.703
O -0.117 -0.035 -2.940
H -0.211 0.113 -2.053
H -0.601 -0.947 -2.915
O -1.375 -2.008 -0.668
H -0.844 -1.132 -0.503
H -0.638 -2.559 -1.012
O -3.825 -0.399 0.226
H -4.200 0.217 -0.432
H -2.902 -0.705 0.057
O 1.068 2.695 0.156
H 0.636 1.835 -0.054
H 0.622 3.328 -0.148
O -2.034 2.242 -1.289
H -1.290 1.632 -1.071
H -1.661 3.040 -1.423
*
```

Arrangement ii

H21O11 | ωB97M-V/def2-TZVPD

Summary:
- LUMO energy (eV) = 2.60
- orbital gap (eV) = 8.9
- HOMO level (eV) = -6.29

The geometry in ORCA input format:
```
! RIJCOSX wB97M-V def2-TZVPD def2/J DEFGRID3
* xyz -1 1
O -0.073 3.148 -1.852
H 0.854 2.711 -1.874
H 0.691 -0.103 -1.074
O -0.115 0.417 -1.297
H -1.487 -1.735 0.711
H -1.405 -0.001 -2.958
O 2.497 0.442 -3.566
H -2.275 -3.045 0.644
H -0.892 2.039 3.893
O 2.991 -1.011 0.908
H -0.749 1.138 2.446
H -0.073 0.366 -0.021
O -2.642 3.313 1.274
H 0.518 -0.631 3.794
H -0.561 2.302 -1.913
O -1.467 1.580 3.131
H -0.842 -0.413 3.813
H -0.918 -1.391 -2.775
O -1.433 -0.868 -3.337
H 1.866 0.847 -3.123
O -1.372 -2.799 0.481
H 2.031 0.192 -4.327
H 2.268 -3.068 -1.627
O 1.436 -3.551 -1.512
H 0.779 -2.907 -1.289
H 0.257 -0.262 1.503
O -0.256 -0.857 4.363
H -3.595 3.246 1.201
H 3.356 -0.344 1.405
O -0.524 0.271 1.136
H -1.988 2.797 0.914
H 3.122 -1.823 0.927
*
```

Of them, arrangement ii has the lowest stability.